C59H144N6O19V as an isolated structure. Source: the OMol25 dataset; level of theory: the ωB97M-V functional and the def2-TZVPD basis.

```
229
Properties=species:S:1:pos:R:3:forces:R:3:lowdin_spin:R:1
V 4.894495 0.683126 -0.313626 -2.848 1.842 -0.094 1.826
N 4.403405 3.650726 -1.873746 -0.776 2.806 -0.287 0.000
O 4.229275 3.587686 -3.054426 -0.671 -0.709 -2.520 -0.001
O 4.189015 4.700856 -1.271126 0.081 -0.208 0.971 -0.002
O 4.900485 2.677146 -1.295066 1.714 -3.559 2.745 -0.010
C 0.628145 -0.211164 0.637964 0.227 0.124 0.691 0.002
C 1.447365 0.836796 -0.105476 -0.420 -0.451 -0.354 0.012
O 2.820325 0.637676 0.020244 3.401 -0.505 0.035 0.154
H 0.926135 -1.238084 0.426434 0.086 -0.018 -0.248 0.000
H -0.439025 -0.106254 0.442384 0.040 0.038 -0.211 0.000
H 0.754275 -0.051244 1.708764 0.032 -0.130 0.256 0.000
H 1.140825 1.814286 0.266884 0.146 0.339 0.056 0.004
H 1.111735 0.781316 -1.141026 0.226 0.172 -0.483 0.004
C 0.649235 3.917376 7.416724 -0.606 -0.511 0.283 0.000
C -0.596125 3.339136 6.707164 0.944 0.779 -0.743 0.000
C -0.594725 4.089066 5.307664 -0.131 -0.864 0.707 0.000
C -1.523445 3.463966 4.309594 0.239 -1.269 -0.385 0.000
C -1.095945 1.975036 4.023584 -0.987 1.673 0.803 0.000
C -1.030115 1.152056 5.353294 0.617 -0.614 -1.249 0.000
N -0.321825 1.889476 6.425884 0.205 1.750 -2.541 0.000
O -0.215785 1.153716 7.572144 -0.454 -0.834 1.478 0.000
C -2.435315 0.677836 5.746034 0.285 -0.023 0.189 0.000
C -0.148305 -0.084554 4.910164 -0.416 -0.221 1.032 0.000
C -1.850355 3.649246 7.549964 0.363 -0.555 -0.106 0.000
H 0.703015 4.982776 7.192794 0.206 -0.017 0.151 0.000
H 1.535485 3.385516 7.070634 0.090 0.232 -0.072 0.000
H 0.558445 3.772846 8.493274 0.187 0.074 0.048 0.000
H -0.797685 5.156326 5.396394 -0.162 -0.023 0.511 0.000
H 0.413335 4.032556 4.896914 0.244 -0.111 0.102 0.000
H -1.526875 4.068006 3.402274 -0.119 -0.169 -0.187 0.000
H -2.544615 3.414776 4.687614 -0.142 0.246 0.026 0.000
H -0.188245 1.920656 3.422554 0.334 0.104 0.324 0.000
H -1.878945 1.572706 3.380834 -0.042 -0.402 0.082 0.000
H -2.817345 0.043316 4.946324 -0.273 0.087 0.032 0.000
H -2.433865 0.101776 6.671374 0.240 -0.105 -0.023 0.000
H -3.095265 1.522046 5.945684 -0.115 -0.051 -0.385 0.000
H 0.902135 0.161386 4.754624 0.018 0.406 -0.024 0.000
H -0.173705 -0.887734 5.646614 -0.012 -0.016 0.401 0.000
H -0.496825 -0.589954 4.009504 -0.315 0.420 -0.235 0.000
H -2.041345 4.714686 7.678274 -0.095 0.107 -0.715 0.000
H -1.716645 3.353546 8.590534 0.057 -0.634 -0.094 0.000
H -2.678715 3.097816 7.105154 -0.325 0.467 0.337 0.000
H 0.574225 0.621176 7.454294 0.205 0.034 0.111 0.000
C 0.106935 5.608506 -6.591826 -0.054 -0.393 0.200 0.000
C 0.169075 5.610516 -5.048046 1.198 -0.591 -0.706 0.000
C -1.023095 6.436686 -4.431436 -0.965 -1.184 0.373 0.000
C -2.354295 5.644816 -4.315576 1.194 -1.465 -1.203 0.000
C -2.097315 4.260776 -3.679096 -0.143 0.293 -0.106 0.000
C -0.968685 3.366626 -4.297896 -0.805 0.755 -0.721 0.000
N 0.254385 4.187616 -4.530756 -2.033 0.664 2.233 0.000
O 1.290095 3.385436 -5.021796 0.027 0.355 -0.665 0.000
C -0.665075 2.254276 -3.229086 0.477 0.188 -0.862 0.000
C -1.518985 2.811436 -5.662606 0.632 -0.717 0.893 0.000
C 1.523195 6.278996 -4.669006 -0.090 0.423 0.017 0.000
H 0.505825 6.527266 -7.021786 -0.372 0.200 0.073 0.000
H -0.904265 5.389846 -6.934976 -0.024 0.259 -0.177 0.000
H 0.748945 4.816056 -6.976476 0.041 -0.106 0.103 0.000
H -0.740245 6.779646 -3.436206 0.121 0.308 -0.087 0.000
H -1.369275 7.237896 -5.084366 1.126 0.519 0.006 0.000
H -2.690865 5.489386 -5.340596 0.228 -0.416 -0.461 0.000
H -3.255515 6.166256 -3.993096 0.489 0.274 1.078 0.000
H -3.013955 3.679916 -3.781466 -0.083 -0.218 0.289 0.000
H -1.886785 4.387806 -2.617196 0.027 0.060 0.157 0.000
H 0.143655 1.593376 -3.540936 0.315 0.177 -0.250 0.000
H -0.354235 2.728886 -2.298376 -0.029 0.092 0.047 0.000
H -1.454595 1.535496 -3.009736 -0.585 0.466 -0.179 0.000
H -0.666155 2.464306 -6.245936 -0.045 0.142 -0.231 0.000
H -2.133805 1.927666 -5.492196 -0.179 -0.021 0.111 0.000
H -2.125455 3.515096 -6.232836 0.255 0.181 0.142 0.000
H 2.390525 6.016146 -5.274596 -0.329 -0.489 -0.418 0.000
H 1.873045 6.097976 -3.652666 -0.506 -0.015 0.247 0.000
H 1.425765 7.354256 -4.818716 -0.105 0.154 0.165 0.000
H 1.894485 3.350496 -4.276746 0.380 0.060 0.032 0.000
C -2.517135 -8.167134 1.471194 0.169 -0.480 1.182 0.000
C -2.402505 -6.839574 0.738364 -1.150 -0.547 -1.242 0.000
C -3.796165 -6.660854 0.027194 -0.185 1.656 -1.370 0.000
C -4.061215 -5.191124 -0.384756 0.008 -0.009 0.489 0.000
C -3.942835 -4.302754 0.835084 0.835 0.384 0.059 0.000
C -2.510345 -4.323144 1.467574 0.408 0.115 -0.700 0.000
N -2.177045 -5.747584 1.726244 -1.694 -0.080 -0.526 0.000
O -0.980755 -5.894084 2.439984 0.452 -0.126 -0.238 0.000
C -1.446805 -3.667004 0.485584 -0.145 -0.905 0.097 0.000
C -2.525535 -3.607724 2.832884 -0.256 0.058 0.318 0.000
C -1.316145 -7.016454 -0.361156 0.537 0.720 0.358 0.000
H -2.699625 -9.056864 0.868544 0.279 0.310 -0.600 0.000
H -3.348155 -8.199964 2.175764 -0.112 0.482 0.111 0.000
H -1.622765 -8.357554 2.064444 0.186 -0.098 -0.076 0.000
H -3.873335 -7.149604 -0.944026 0.804 -0.723 0.092 0.000
H -4.698075 -7.042184 0.506004 0.390 0.063 0.936 0.000
H -5.047205 -5.038304 -0.823566 -0.270 -0.390 0.149 0.000
H -3.411385 -4.850934 -1.191036 0.490 -0.123 0.086 0.000
H -4.689475 -4.620984 1.562654 0.117 -0.040 0.255 0.000
H -4.182995 -3.275664 0.560284 0.073 0.212 0.106 0.000
H -0.458185 -3.656634 0.944514 -0.033 0.261 0.368 0.000
H -1.276565 -4.308414 -0.379116 -0.357 -0.059 -0.029 0.000
H -1.661915 -2.692624 0.046934 -0.298 0.206 0.529 0.000
H -2.791265 -2.550884 2.809174 -0.022 0.128 -0.586 0.000
H -3.272125 -4.048254 3.493664 -0.138 -0.284 -0.113 0.000
H -1.593425 -3.647444 3.396524 0.260 -0.180 -0.359 0.000
H -1.575185 -7.721754 -1.150806 -0.234 -0.204 0.331 0.000
H -0.382485 -7.325024 0.109124 -0.043 -0.236 0.004 0.000
H -1.047725 -6.093334 -0.874866 -0.289 0.098 -0.005 0.000
H -1.306255 -6.228334 3.278994 0.238 -0.078 0.270 0.000
C 0.002695 -2.579824 -7.549666 0.865 0.360 -0.475 0.000
C -0.626625 -2.226764 -6.222546 0.351 0.119 1.623 0.000
C -1.951895 -2.984814 -6.158446 -0.281 -0.973 0.553 0.000
C -2.594965 -3.188244 -4.782246 0.982 1.316 -1.043 0.000
C -1.566355 -3.741984 -3.814116 -1.243 -0.022 0.709 0.000
C -0.267405 -2.945494 -3.748106 0.402 -0.310 0.493 0.000
N 0.273135 -2.747094 -5.106666 -4.319 -1.427 -1.215 0.000
O 1.544485 -2.331624 -5.218506 2.043 1.220 0.330 0.000
C -0.464435 -1.657974 -2.918806 0.892 0.685 -0.836 0.000
C 0.785405 -3.817264 -3.064516 0.544 0.128 0.174 0.000
C -0.843205 -0.709904 -6.065286 -0.078 0.351 0.264 0.000
H 0.248475 -3.633894 -7.678556 -0.332 -0.189 0.329 0.000
H 0.954485 -2.063664 -7.675306 -0.029 0.277 -0.080 0.000
H -0.642775 -2.289534 -8.378636 -0.067 0.059 0.059 0.000
H -2.671395 -2.528534 -6.838316 0.109 -0.076 -0.220 0.000
H -1.740725 -4.016864 -6.438436 0.040 -0.020 -0.763 0.000
H -3.525435 -3.743734 -4.899566 0.190 -0.228 0.275 0.000
H -2.852635 -2.190494 -4.427006 -0.364 0.075 0.306 0.000
H -1.388305 -4.817234 -3.829856 0.092 -0.074 -0.715 0.000
H -2.111345 -3.599974 -2.880886 0.514 -0.070 0.714 0.000
H -1.270075 -1.019584 -3.281436 -0.191 -0.220 0.144 0.000
H -0.501115 -1.742154 -1.832686 -0.301 -0.540 -0.016 0.000
H 0.443275 -1.088264 -3.117786 0.208 0.370 0.080 0.000
H 1.149725 -4.568324 -3.765416 -0.161 -0.166 0.021 0.000
H 1.646935 -3.197504 -2.815976 0.114 0.009 0.149 0.000
H 0.458595 -4.319514 -2.153996 -0.288 0.130 0.030 0.000
H -1.590365 -0.460004 -5.312036 -0.476 -0.349 -0.142 0.000
H -1.139775 -0.219174 -6.992286 -0.004 -0.075 -0.070 0.000
H 0.005205 -0.165094 -5.651196 0.561 -0.262 -0.426 0.000
H 1.995595 -3.084074 -5.608256 0.316 -0.026 -0.046 0.000
C -6.146005 3.050866 0.879864 -0.406 0.308 -0.203 0.000
C -5.242355 3.017256 -0.427436 -0.337 -0.087 1.697 0.000
C -3.869125 3.621846 -0.021856 -0.007 -0.104 -0.093 0.000
C -3.025435 2.679686 0.803804 -0.868 1.490 0.383 0.000
C -2.851665 1.396226 0.106764 -0.216 -0.178 0.663 0.000
C -4.184795 0.695176 -0.149896 0.138 -0.754 -0.761 0.000
N -5.108815 1.606876 -0.871926 3.454 1.474 -0.595 0.000
O -6.262655 1.003936 -1.273756 -0.727 -0.203 0.456 0.000
C -3.790645 -0.466254 -1.149896 -0.571 0.002 0.708 0.000
C -4.724115 0.082816 1.228334 0.721 0.401 -1.697 0.000
C -5.845065 3.954406 -1.500666 -0.125 -0.851 0.291 0.000
H -7.127665 2.608216 0.711004 -0.259 0.261 -0.430 0.000
H -6.297935 4.067646 1.242064 -0.180 0.213 -0.371 0.000
H -5.856215 2.535506 1.795574 0.943 -0.318 -0.319 0.000
H -3.263925 3.958476 -0.863576 -0.309 -0.068 -0.440 0.000
H -4.067205 4.504186 0.586704 -0.169 0.186 -0.160 0.000
H -3.596875 2.559416 1.724174 0.440 -0.207 0.441 0.000
H -2.059935 3.141536 1.010204 0.043 0.051 0.260 0.000
H -2.293805 0.813206 0.839554 0.322 -0.704 -0.539 0.000
H -2.292155 1.607776 -0.804446 0.076 -0.506 -0.160 0.000
H -3.044625 -1.122684 -0.701926 0.181 0.116 0.338 0.000
H -4.614815 -1.133604 -1.401876 -0.239 0.247 -0.123 0.000
H -3.333395 -0.081434 -2.061446 -0.279 0.258 -0.015 0.000
H -4.205605 -0.874834 1.274624 -0.378 -0.190 0.411 0.000
H -4.437285 0.682156 2.092414 -0.153 0.034 -0.081 0.000
H -5.806695 -0.036914 1.185964 0.051 -0.270 0.230 0.000
H -6.851805 3.637616 -1.773096 -0.010 0.016 -0.016 0.000
H -5.230305 3.955966 -2.400756 0.074 -0.084 0.039 0.000
H -5.894515 4.971066 -1.110716 0.020 -0.032 0.069 0.000
H -6.656965 0.828086 -0.416326 -1.183 -0.482 0.065 0.000
C 2.862475 3.902136 2.996494 -0.086 -0.334 1.219 0.000
C 2.968935 2.682656 3.909024 0.022 -0.772 -0.868 0.000
O 4.332875 2.211176 3.943544 0.196 0.029 0.070 0.000
H 3.153635 3.667566 1.972634 -0.130 -0.084 0.036 0.000
H 3.497395 4.705096 3.370994 -0.235 0.200 -0.049 0.000
H 1.805665 4.168386 3.015614 0.111 0.448 -0.274 0.000
H 2.380065 1.901246 3.428684 -0.198 -0.278 -0.015 0.000
H 2.621695 2.690806 4.942204 -0.262 0.924 -0.086 0.000
H 4.493825 1.876256 4.828714 0.246 -0.061 -0.118 0.000
C 2.012605 -7.328684 1.625224 -0.472 -1.499 -0.025 0.000
C 2.190385 -6.186294 0.681354 -0.436 0.501 0.711 0.000
O 3.328605 -5.474344 1.131634 0.862 0.555 -0.856 0.000
H 1.202065 -8.005404 1.354714 -0.288 0.156 -0.104 0.000
H 1.829865 -7.035544 2.659044 0.122 0.268 -0.069 0.000
H 2.889125 -7.975334 1.584764 0.258 0.195 0.165 0.000
H 1.348895 -5.494134 0.711764 -0.434 -0.135 -0.082 0.000
H 2.288795 -6.509524 -0.354946 0.421 0.001 0.025 0.000
H 3.050795 -4.886954 1.838314 0.135 0.047 0.349 0.000
C 6.202485 3.205296 1.609484 -0.228 1.293 0.975 -0.001
O 5.201125 2.232466 1.384334 0.424 -1.185 -1.956 -0.005
H 6.692575 3.072726 2.574024 0.147 -0.537 -0.010 0.000
H 6.971205 3.316416 0.844744 -0.474 -0.396 -0.293 0.000
H 5.673275 4.149256 1.739744 0.235 0.313 -0.444 0.000
H 4.728965 2.105986 2.210574 -0.179 -0.304 0.760 0.000
C 1.546875 -3.426844 3.137074 -0.621 1.025 -0.059 0.000
O 2.911325 -3.526194 3.446904 0.603 -0.591 -0.609 0.000
H 0.912015 -4.293064 3.323394 0.312 -0.317 0.121 0.000
H 1.163285 -2.577944 3.703044 -0.564 0.102 -0.038 0.000
H 1.457115 -3.173434 2.080754 0.029 -0.011 -0.079 0.000
H 2.990685 -3.774484 4.370844 0.130 -0.293 0.451 0.000
C 4.609365 -1.026254 2.484324 -0.862 -1.502 -0.509 0.000
O 5.560945 -0.390224 1.625674 -0.276 0.731 -0.052 0.000
H 4.700835 -2.103794 2.347804 0.246 -0.129 0.390 0.000
H 4.668905 -0.783204 3.545214 0.249 0.386 -0.234 0.000
H 3.610385 -0.854664 2.083444 0.062 0.661 0.159 -0.001
H 6.439375 -0.699134 1.859204 0.131 0.166 -0.129 0.000
C 3.082205 -2.333184 6.253454 -1.089 1.484 -0.052 0.000
O 3.092645 -3.729044 6.274234 0.431 -0.320 0.348 0.000
H 3.983395 -1.927514 5.793654 -0.155 0.149 -0.299 0.000
H 2.155425 -2.033934 5.763944 0.300 0.042 -0.780 0.000
H 2.921285 -1.805444 7.193504 0.504 -0.570 0.750 0.000
H 3.952785 -3.946704 6.640824 0.006 -0.645 0.126 0.000
C 3.594935 0.261126 -3.322196 -1.533 0.826 -0.817 0.000
O 4.721115 0.265106 -2.465926 0.487 -0.388 0.618 -0.003
H 2.944925 1.091226 -3.045566 0.071 -0.074 0.144 0.000
H 3.917605 0.458136 -4.344536 0.075 -0.013 0.033 0.000
H 3.008685 -0.657784 -3.322396 0.253 -0.214 0.293 0.000
H 5.424685 -0.092574 -3.012416 0.455 0.007 0.469 0.000
C 3.777005 -2.384974 -0.640556 -1.571 -1.743 0.450 -0.001
O 4.947595 -1.641764 -0.610596 1.470 1.755 -0.332 -0.002
H 4.005365 -3.367734 -1.053036 -0.282 0.031 -0.359 0.000
H 3.462315 -2.601364 0.380354 -0.322 0.185 0.040 0.000
H 2.974715 -1.884444 -1.182686 0.286 0.073 0.011 -0.001
H 5.685155 -2.256244 -0.607386 0.162 0.216 0.194 0.000
C 7.856295 -0.258174 -1.090416 1.443 -1.236 0.153 0.002
O 7.011275 0.760836 -0.643866 -0.893 0.614 -0.034 0.020
H 8.608815 0.221086 -1.716616 0.109 -0.539 -0.191 0.000
H 8.337145 -0.670164 -0.203196 0.303 -0.310 -0.170 0.000
H 7.374985 -1.076754 -1.625546 -0.307 0.355 -0.093 0.000
H 7.591715 1.516906 -0.758046 -0.929 0.952 0.333 0.001
C 0.769635 5.097156 -0.750956 1.644 0.224 0.788 0.000
O 1.803165 5.609046 0.147134 -0.857 -0.595 0.050 0.000
H 0.093085 5.947726 -0.834056 -0.333 -0.537 -0.700 0.000
H 1.226715 4.686356 -1.651196 -0.126 0.840 -0.578 0.000
H 0.303545 4.186816 -0.373956 -0.387 0.232 0.784 0.000
H 2.667455 5.568016 -0.268686 -0.004 -0.250 -0.317 0.000
```
Forces are in eV/Å.

Computed properties:
2S+1: 3
Electronic energy in eV: -137028.7534
Net charge: +1
Highest occupied orbital energy (alpha / beta) in eV: -9.22 / -9.22